No. 1
DFT (wB97M-V/def2-TZVPD) results for 2 unconnected molecules or ions with the total composition C3H10O2.

Geometry as XYZ:
```
15
Properties=species:S:1:pos:R:3:forces:R:3
C -2.271 -0.008 0.436 -0.39 -0.03 0.68
O -1.729 -1.370 0.477 -0.85 1.29 0.67
H -1.916 0.456 -0.486 0.15 0.06 0.41
H -1.960 0.611 1.368 -0.46 -1.00 -1.66
H -3.394 -0.029 0.336 1.01 -0.04 0.39
H -2.118 -1.722 1.293 0.38 -0.23 -0.44
C 1.737 0.955 -0.457 -0.95 0.60 -1.02
O 0.384 1.079 -1.006 0.43 1.99 0.33
C 1.745 -0.468 -0.046 1.73 -2.53 0.88
H 1.862 1.625 0.462 -0.16 -0.51 -1.64
H 2.435 1.195 -1.339 -0.64 -0.20 1.68
H -0.004 0.219 -1.163 0.27 -0.24 0.14
H 1.189 -0.604 0.945 0.66 0.01 -1.54
H 2.823 -0.928 0.070 -2.05 0.85 -0.15
H 1.217 -1.012 -0.891 0.86 -0.01 1.28
```
Forces are in eV/Å.

Calculated values
SMILES string: CCO.CO
HOMO-LUMO gap: 11.131 eV
E_LUMO: 0.912 eV
total charge: 0

No. 2
DFT (wB97M-V/def2-TZVPD) results for 2 unconnected molecules or ions with the total composition C3H10O2S.

Geometry as XYZ:
```
16
Properties=species:S:1:pos:R:3:forces:R:3
C -0.323 1.382 0.706 -0.03 0.51 0.48
O -1.735 1.582 0.895 0.62 -0.51 -0.20
C -0.040 0.357 -0.377 0.14 -0.42 -0.30
C 1.444 0.097 -0.473 1.56 -0.26 -0.84
S 1.794 -1.271 -1.728 -1.53 -1.09 -0.17
H 0.147 1.159 1.671 -0.30 -0.46 -0.04
H 0.122 2.347 0.450 0.04 0.03 -0.36
H -2.102 1.209 0.086 -0.54 0.16 0.13
H -0.385 0.765 -1.332 0.07 0.01 -0.03
H -0.572 -0.594 -0.257 -0.08 0.20 0.40
H 1.955 1.050 -0.612 0.30 -0.27 -0.25
H 1.915 -0.464 0.326 -0.50 0.68 0.81
H 2.791 -1.280 -2.630 0.33 1.36 0.42
H -2.108 -0.126 2.184 -0.27 0.21 -0.07
H -3.513 -0.620 2.579 0.03 0.15 -0.01
O -2.614 -0.914 2.415 0.18 -0.30 0.03
```
Forces are in eV/Å.

Calculated values
SMILES string: OCCCS.O
HOMO-LUMO gap: 9.939 eV
E_LUMO: 0.781 eV
total charge: 0

No. 3
DFT (wB97M-V/def2-TZVPD) results for 2 unconnected molecules or ions with the total composition C3H10O2S.

Geometry as XYZ:
```
16
Properties=species:S:1:pos:R:3:forces:R:3
O 0.021 -1.286 0.672 0.37 -0.33 -1.28
S -0.475 -3.072 -1.403 0.26 0.24 0.80
C 0.000 0.000 0.000 -1.57 0.02 0.52
C 0.557 -4.276 -0.551 0.37 -0.79 0.28
C -0.959 -2.198 0.107 -0.29 1.04 0.27
H 0.063 -0.014 -1.101 0.18 -0.52 0.42
H 0.717 0.745 0.384 -0.06 -0.91 0.17
H -1.018 0.309 0.290 0.31 0.84 -0.56
H 1.266 -4.759 -1.244 -0.37 0.29 0.22
H -0.098 -5.052 -0.120 0.36 0.23 -0.15
H 1.129 -3.805 0.266 -0.22 -0.07 -0.47
H -1.858 -1.632 -0.205 0.31 -0.05 0.31
H -1.255 -2.866 0.939 0.37 0.10 -0.61
O 0.846 -1.714 3.351 -1.01 0.28 0.00
H -0.011 -1.638 3.828 0.97 -0.06 -0.55
H 0.647 -1.417 2.434 0.03 -0.32 0.61
```
Forces are in eV/Å.

Calculated values
SMILES string: COCSC.O
HOMO-LUMO gap: 9.935 eV
E_LUMO: 0.805 eV
total charge: 0

No. 4
DFT (wB97M-V/def2-TZVPD) results for 2 unconnected molecules or ions with the total composition C3H10O2S.

Geometry as XYZ:
```
16
Properties=species:S:1:pos:R:3:forces:R:3
O -1.304 -0.215 2.444 -0.86 0.16 -0.60
S -0.521 1.311 -0.252 1.77 0.51 0.88
C -1.199 0.007 -1.220 -1.41 -0.83 -0.07
C -0.162 -0.686 1.761 -0.33 0.17 0.34
C 0.543 0.450 0.985 0.28 -1.26 0.31
H -1.935 0.012 1.730 0.29 0.11 0.84
H -1.934 -0.449 -0.536 -0.03 -0.28 -0.80
H -0.617 -0.799 -1.699 0.39 0.72 0.40
H -1.744 0.559 -2.004 0.04 -0.43 0.24
H -0.482 -1.521 1.109 0.51 0.30 -0.02
H 0.483 -1.107 2.555 0.01 0.28 -0.59
H 1.406 -0.096 0.556 -0.19 0.74 -0.43
H 0.938 1.192 1.705 -0.43 -0.18 -0.52
O 2.126 0.065 -2.491 0.18 1.06 0.31
H 2.715 0.411 -1.782 -0.68 -0.28 -0.78
H 1.688 0.865 -2.862 0.47 -0.79 0.50
```
Forces are in eV/Å.

Calculated values
SMILES string: CSCCO.O
HOMO-LUMO gap: 9.416 eV
E_LUMO: 0.605 eV
total charge: 0

No. 5
DFT (wB97M-V/def2-TZVPD) results for 3 unconnected molecules or ions with the total composition C3H10O3.

Geometry as XYZ:
```
16
Properties=species:S:1:pos:R:3:forces:R:3
O 1.786 -0.831 0.256 0.32 -5.22 0.04
C 1.601 0.368 0.314 0.08 4.33 0.73
C 0.805 1.106 1.408 0.86 -2.34 0.72
C -0.082 2.076 0.730 -1.38 0.39 -2.12
H 2.214 0.973 -0.390 -0.29 0.80 0.20
H 1.488 1.548 2.162 -0.13 0.60 -0.14
H 0.289 0.327 2.060 0.20 0.68 -1.05
H -0.865 1.586 0.086 0.62 -0.20 0.76
H 0.544 2.486 -0.143 -0.89 0.58 1.60
H -0.717 2.721 1.385 0.99 0.44 -0.40
H -2.482 -2.262 -1.380 -0.35 0.34 0.67
H -3.068 -1.294 -0.283 0.20 -0.34 -0.33
O -3.013 -2.221 -0.561 0.13 0.03 -0.37
H 0.611 -0.780 -1.724 -0.39 0.24 0.86
H -0.844 -0.695 -0.971 3.20 1.76 -2.33
O -0.162 -0.188 -1.635 -3.17 -2.08 1.15
```
Forces are in eV/Å.

Calculated values
HOMO-LUMO gap (spin up / spin down): 2.422 / 6.748 eV
E_LUMO (spin up / spin down): 3.543 / 3.510 eV
total charge: -1
spin multiplicity: 2

No. 6
DFT (wB97M-V/def2-TZVPD) results for 3 unconnected molecules or ions with the total composition C3H10O3.

Geometry as XYZ:
```
16
Properties=species:S:1:pos:R:3:forces:R:3
C -0.065 -0.691 -1.348 0.41 -0.18 0.99
O -0.130 0.744 -1.292 0.19 -0.63 -0.20
C -0.027 -1.298 -2.741 0.84 1.00 0.77
C 0.868 -0.782 -3.589 -0.31 -0.72 -0.17
H 0.804 -0.910 -0.719 0.16 -0.23 -0.36
H -0.893 -1.111 -0.788 -0.43 -0.08 0.03
H -0.739 1.009 -1.977 -0.32 0.30 -0.34
H -0.723 -2.108 -2.887 -0.44 0.30 -0.75
H 0.823 -0.865 -4.675 0.27 -0.52 0.32
H 1.736 -0.305 -3.141 -0.37 0.78 -0.28
H 0.707 2.066 4.395 0.17 -0.47 0.16
H 0.895 3.359 3.641 -0.29 -0.08 0.08
O 0.223 2.831 4.095 0.10 0.52 -0.25
H -0.943 -1.120 4.275 -0.11 0.12 -0.07
H -1.530 -0.011 3.385 -0.15 0.29 0.10
O -1.007 -0.810 3.366 0.28 -0.38 -0.03
```
Forces are in eV/Å.

Calculated values
SMILES string: C=CCO.O.O
HOMO-LUMO gap: 10.292 eV
E_LUMO: 0.751 eV
total charge: 0

No. 7
DFT (wB97M-V/def2-TZVPD) results for 2 unconnected molecules or ions with the total composition C3H10OP2.

Geometry as XYZ:
```
16
Properties=species:S:1:pos:R:3:forces:R:3
C -2.471 -0.809 0.097 -0.14 -1.01 0.97
C 2.505 1.027 -0.457 0.20 0.25 -1.26
C -3.216 0.304 0.073 0.44 -1.89 1.84
O 0.655 1.119 1.278 -1.92 -0.01 2.81
P 0.950 -1.562 0.078 0.61 -0.13 -0.23
P 0.732 0.651 -0.298 0.10 -0.42 0.88
H -0.091 0.874 1.946 1.75 0.51 -2.51
H -1.970 -1.109 -0.834 -0.14 0.17 0.42
H -2.324 -1.580 0.949 -0.46 1.74 -1.28
H 2.709 1.753 -1.246 -0.08 0.64 0.57
H 3.198 1.057 0.377 -0.45 0.39 0.43
H 2.780 0.147 -0.965 0.78 -1.29 -0.82
H -3.267 0.804 -0.814 0.00 1.41 -2.38
H -3.844 0.749 0.835 0.25 -0.43 0.47
H 2.378 -1.628 0.254 -0.44 0.25 0.52
H 1.274 -1.799 -1.271 -0.50 -0.17 -0.42
```
Forces are in eV/Å.

Calculated values
SMILES string: CP(O)#[PH2].C=C
HOMO-LUMO gap: 9.235 eV
E_LUMO: 0.793 eV
total charge: 0

No. 8
DFT (wB97M-V/def2-TZVPD) results for 2 unconnected molecules or ions with the total composition C3H10OS.

Geometry as XYZ:
```
15
Properties=species:S:1:pos:R:3:forces:R:3
C -0.107 -1.219 2.222 -0.35 -0.29 -0.56
S -1.596 -2.199 1.771 0.36 -0.49 0.02
H -0.077 -0.477 1.438 0.24 0.69 0.34
H -0.090 -0.843 3.237 -0.31 0.23 -0.05
H 0.788 -1.819 2.095 -0.12 -0.43 0.00
H -2.509 -1.774 2.646 0.18 0.29 0.23
C 0.683 1.998 -1.641 0.02 -1.52 0.00
O 1.382 0.742 -1.399 0.22 0.42 0.81
C 1.199 2.604 -2.935 -0.36 1.33 0.11
H -0.369 1.725 -1.727 -0.09 0.20 0.03
H 0.801 2.597 -0.741 0.02 0.48 -0.25
H 1.798 0.806 -0.517 -0.32 -0.16 -0.81
H 0.455 2.721 -3.724 -0.18 -0.62 0.07
H 1.457 3.656 -2.767 0.55 -0.19 0.06
H 2.043 2.037 -3.310 0.14 0.06 0.01
```
Forces are in eV/Å.

Calculated values
SMILES string: CCO.CS
HOMO-LUMO gap: 9.740 eV
E_LUMO: 0.736 eV
total charge: 0

Number 1: strongest force on any atom 3.2 eV Å⁻¹. Number 2: strongest force on any atom 1.9 eV Å⁻¹. Number 3: strongest force on any atom 1.7 eV Å⁻¹. Number 4: strongest force on any atom 2.0 eV Å⁻¹. Number 5: strongest force on any atom 5.2 eV Å⁻¹. Number 6: strongest force on any atom 1.5 eV Å⁻¹. Number 7: strongest force on any atom 3.4 eV Å⁻¹. Number 8: strongest force on any atom 1.5 eV Å⁻¹.